# 1
This record from the Open Molecules 2025 dataset describes a cluster of 12 separate species, C40H101N3O12 in total at a distorted geometry. The level of theory is ωB97M-V/def2-TZVPD.

Element x y z (Å)
C1 -0.720 6.418 -1.051
C2 -1.718 6.116 -2.152
C3 -1.411 6.948 -3.399
C4 -1.583 4.629 -2.604
C5 -2.485 3.691 -1.786
C6 -3.915 4.171 -1.738
C7 -4.049 5.543 -1.076
C8 -5.482 6.056 -1.188
C9 -3.678 5.422 0.412
N1 -3.127 6.409 -1.840
O1 -3.358 7.772 -1.536
H1 0.289 6.248 -1.445
H2 -0.787 7.450 -0.708
H3 -0.668 5.676 -0.247
H4 -2.077 6.600 -4.191
H5 -1.583 8.008 -3.225
H6 -0.423 6.756 -3.826
H7 -1.743 4.420 -3.664
H8 -0.538 4.358 -2.422
H9 -2.465 2.737 -2.315
H10 -2.032 3.652 -0.793
H11 -4.472 3.455 -1.131
H12 -4.276 4.039 -2.761
H13 -5.691 6.407 -2.202
H14 -5.550 6.980 -0.610
H15 -6.274 5.368 -0.902
H16 -3.732 6.381 0.932
H17 -2.634 5.139 0.561
H18 -4.301 4.651 0.865
H19 -2.851 7.961 -0.727
C10 -0.032 -3.563 -1.774
C11 -0.274 -2.273 -0.927
C12 -1.782 -2.263 -0.581
C13 0.581 -2.404 0.337
C14 0.882 -1.126 1.064
C15 1.545 -0.119 0.118
C16 0.751 0.135 -1.189
C17 -0.414 1.074 -0.904
C18 1.689 0.732 -2.220
N2 0.245 -1.169 -1.722
O2 -0.479 -0.971 -2.929
H20 1.026 -3.824 -1.796
H21 -0.629 -4.370 -1.343
H22 -0.374 -3.444 -2.802
H23 -1.926 -1.284 -0.111
H24 -2.362 -2.287 -1.505
H25 -2.007 -3.068 0.109
H26 0.071 -3.036 1.074
H27 1.481 -2.985 0.117
H28 -0.001 -0.646 1.498
H29 1.523 -1.201 1.946
H30 2.524 -0.465 -0.230
H31 1.651 0.825 0.656
H32 -1.024 1.171 -1.798
H33 -0.060 2.043 -0.547
H34 -0.973 0.644 -0.069
H35 1.972 1.767 -2.021
H36 1.219 0.867 -3.204
H37 2.508 0.059 -2.478
H38 -1.393 -0.786 -2.657
C19 -2.046 -5.296 4.849
C20 -1.948 -4.721 3.404
C21 -0.854 -5.448 2.605
C22 -3.191 -5.061 2.592
C23 -4.387 -4.255 3.049
C24 -4.134 -2.745 2.908
C25 -2.885 -2.305 3.708
C26 -2.411 -0.934 3.262
C27 -3.262 -2.269 5.204
N3 -1.753 -3.259 3.391
O3 -0.529 -2.942 3.998
H39 -1.626 -6.295 4.916
H40 -1.606 -4.640 5.612
H41 -3.062 -5.244 5.250
H42 -0.999 -6.527 2.616
H43 -0.794 -5.102 1.572
H44 0.164 -5.245 2.955
H45 -3.025 -4.919 1.526
H46 -3.392 -6.114 2.808
H47 -5.293 -4.500 2.483
H48 -4.724 -4.523 4.055
H49 -5.099 -2.377 3.264
H50 -4.009 -2.513 1.849
H51 -2.160 -1.014 2.198
H52 -1.496 -0.576 3.739
H53 -3.112 -0.101 3.337
H54 -3.961 -1.475 5.468
H55 -2.414 -2.187 5.888
H56 -3.761 -3.207 5.461
H57 -0.647 -3.360 4.872
C28 4.118 5.211 -1.495
C29 3.732 4.816 -2.916
O4 2.501 5.522 -3.154
H58 4.574 6.205 -1.488
H59 4.910 4.573 -1.097
H60 3.271 5.265 -0.818
H61 3.555 3.736 -2.916
H62 4.472 4.982 -3.701
H63 2.250 5.319 -4.064
C30 6.412 0.704 1.640
C31 5.417 -0.311 2.159
O5 4.173 0.385 2.340
H64 6.149 0.785 0.571
H65 7.476 0.488 1.494
H66 6.346 1.708 2.051
H67 5.715 -0.656 3.151
H68 5.261 -1.127 1.450
H69 3.877 0.590 1.444
C32 4.787 -3.940 2.886
C33 3.597 -4.864 2.606
O6 3.999 -6.134 2.125
H70 4.363 -3.070 3.395
H71 5.287 -3.575 1.995
H72 5.359 -4.502 3.625
H73 2.976 -4.390 1.831
H74 3.004 -5.033 3.511
H75 3.637 -6.840 2.656
C34 4.336 -3.010 -0.657
C35 4.309 -2.175 -1.931
O7 4.781 -2.915 -3.016
H76 4.012 -2.414 0.206
H77 5.343 -3.336 -0.383
H78 3.698 -3.888 -0.762
H79 4.801 -1.219 -1.705
H80 3.250 -1.879 -1.966
H81 4.047 -3.050 -3.630
C36 -5.664 -2.734 -2.616
O8 -4.589 -1.971 -3.234
H82 -6.377 -3.067 -3.366
H83 -5.155 -3.600 -2.175
H84 -6.093 -2.226 -1.757
H85 -4.487 -2.411 -4.083
C37 2.042 -0.190 5.507
O9 2.709 0.982 5.030
H86 2.534 -0.722 6.324
H87 1.096 0.188 5.909
H88 1.736 -0.809 4.658
H89 3.407 0.624 4.464
C38 5.200 1.496 -3.365
O10 5.488 1.699 -1.960
H90 5.168 2.514 -3.745
H91 6.007 0.868 -3.756
H92 4.309 0.888 -3.507
H93 6.058 2.468 -1.911
C39 2.007 -1.070 -5.327
O11 1.889 -1.976 -4.238
H94 2.842 -0.389 -5.134
H95 2.225 -1.566 -6.273
H96 1.089 -0.497 -5.475
H97 1.274 -1.549 -3.625
C40 -4.700 0.580 -1.014
O12 -5.229 0.624 -2.322
H98 -3.626 0.363 -1.002
H99 -4.771 1.575 -0.578
H100 -5.239 -0.113 -0.362
H101 -5.130 -0.272 -2.686

Output
SMILES = CC1(C)CCCC(C)(C)N1O.CC1(C)CCCC(C)(C)N1O.CC1(C)CCCC(C)(C)N1O.CCO.CCO.CCO.CCO.CO.CO.CO.CO.CO
Strongest force on any atom = 2.4 eV/A
Orbital gap = 8.37 eV
Net charge = 0

These are the Mulliken partial charges, in e, on atoms 1 to 5:
1 C -1.615
2 C 1.688
3 C -1.887
4 C -1.256
5 C 0.182



# 2
This record from the Open Molecules 2025 dataset describes a structure of composition C5H7NO. The level of theory is ωB97M-V/def2-TZVPD.

Element x y z (Å)
N1 -1.644 1.902 -0.289
C1 -1.115 0.778 -0.467
O1 -0.471 0.236 -1.560
C2 -0.006 -0.891 -0.762
C3 1.340 -0.580 -0.084
C4 0.584 -0.019 1.152
C5 -0.764 -0.350 0.464
H1 -1.552 2.502 -1.107
H2 -0.176 -1.846 -1.262
H3 1.947 0.133 -0.647
H4 1.939 -1.469 0.133
H5 0.716 1.048 1.353
H6 0.759 -0.577 2.074
H7 -1.557 -0.868 1.003

Output
Strongest force on any atom = 0.5 eV/A
Orbital gap = 10.95 eV
Net charge = 0

These are the Mulliken partial charges, in e, on atoms 1 to 5:
1 N -0.668
2 C 0.300
3 O -0.428
4 C 0.038
5 C -0.710



# 3
This record from the Open Molecules 2025 dataset describes a structure of composition C45H40Cl2N6O5PSTl. The level of theory is ωB97M-V/def2-TZVPD.

Element x y z (Å)
Tl1 0.006 0.825 -0.623
C1 -4.072 -1.920 3.193
C2 -3.766 -0.806 3.972
C3 -2.735 0.042 3.605
C4 -2.008 -0.215 2.446
C5 -2.325 -1.313 1.658
C6 -3.349 -2.169 2.036
N1 -0.957 0.628 1.958
N2 -0.531 1.452 2.750
C7 0.482 2.343 2.261
C8 0.973 3.196 3.254
C9 1.947 4.132 2.950
C10 2.427 4.208 1.647
C11 1.935 3.347 0.667
C12 0.943 2.404 0.935
H1 -4.883 -2.579 3.483
H2 -4.348 -0.594 4.862
H3 -2.498 0.928 4.179
H4 -1.753 -1.486 0.753
H5 -3.590 -3.028 1.420
H6 0.574 3.103 4.260
H7 2.330 4.797 3.715
H8 3.181 4.947 1.387
H9 2.326 3.439 -0.342
Cl1 1.758 -1.832 3.427
C13 2.016 -3.533 3.113
C14 2.309 -4.301 4.233
C15 2.561 -5.656 4.095
C16 2.531 -6.223 2.833
C17 2.241 -5.436 1.723
C18 1.961 -4.065 1.804
P1 1.381 -2.830 0.332
C19 1.418 -4.197 -0.921
C20 2.303 -4.284 -1.992
C21 2.249 -5.354 -2.885
C22 1.293 -6.349 -2.732
C23 0.375 -6.255 -1.689
C24 0.439 -5.192 -0.800
C25 3.097 -2.117 0.229
C26 3.263 -0.729 0.240
C27 4.526 -0.149 0.209
C28 5.658 -0.953 0.171
C29 5.513 -2.336 0.170
C30 4.246 -2.909 0.200
H10 2.342 -3.829 5.209
H11 2.783 -6.261 4.967
H12 2.743 -7.279 2.706
H13 2.244 -5.913 0.748
H14 3.053 -3.513 -2.132
H15 2.962 -5.411 -3.702
H16 1.268 -7.192 -3.413
H17 -0.385 -7.020 -1.566
H18 -0.271 -5.120 0.019
H19 2.387 -0.093 0.300
H20 4.620 0.932 0.227
H21 6.646 -0.507 0.151
H22 6.392 -2.972 0.164
H23 4.153 -3.988 0.211
N3 -0.651 6.707 -2.844
C31 -1.422 5.899 -1.998
C32 -2.775 5.660 -2.240
C33 -3.484 4.757 -1.458
C34 -2.851 4.121 -0.400
C35 -1.525 4.434 -0.088
C36 -0.824 5.324 -0.871
S1 -3.493 2.612 0.262
O1 -4.928 2.606 0.129
O2 -2.972 2.458 1.598
N4 -2.689 1.528 -0.662
C37 -2.948 1.517 -2.009
N5 -1.914 1.123 -2.802
C38 -2.032 1.252 -4.111
C39 -3.188 1.695 -4.733
C40 -4.229 1.983 -3.866
N6 -4.135 1.917 -2.548
H24 -1.080 6.839 -3.745
H25 0.280 6.317 -2.960
H26 -3.257 6.130 -3.093
H27 -4.514 4.508 -1.683
H28 -1.052 3.934 0.749
H29 0.226 5.515 -0.674
H30 -1.152 0.984 -4.696
H31 -3.271 1.801 -5.805
H32 -5.202 2.290 -4.251
Cl2 4.580 3.012 -3.520
C41 3.012 2.342 -2.949
C42 1.848 3.353 -2.819
O3 2.041 4.536 -3.155
O4 0.815 2.798 -2.364
H33 3.191 1.883 -1.981
H34 2.718 1.572 -3.654
C43 -0.874 -2.203 -3.266
O5 -0.302 -2.213 -1.954
C44 0.790 -1.537 -1.631
C45 1.561 -0.989 -2.798
H35 -1.607 -3.005 -3.280
H36 -0.122 -2.391 -4.032
H37 -1.367 -1.256 -3.456
H38 1.880 -1.828 -3.433
H39 2.446 -0.472 -2.433
H40 0.980 -0.290 -3.415

Output
Strongest force on any atom = 1.0 eV/A
Orbital gap = 5.61 eV
Net charge = -2

These are the Mulliken partial charges, in e, on atoms 1 to 5:
1 Tl 2.356
2 C -0.408
3 C -0.723
4 C -0.289
5 C -0.878



# 4
This record from the Open Molecules 2025 dataset describes an isolated molecule of C6H12N2 at a distorted geometry. The level of theory is ωB97M-V/def2-TZVPD.

Element x y z (Å)
C1 -2.527 2.876 1.443
N1 -2.449 1.679 0.961
C2 -1.708 0.553 1.089
C3 -0.452 0.315 0.544
C4 0.347 -0.992 0.658
C5 1.209 -1.379 -0.544
C6 2.273 -0.352 -1.192
N2 0.354 -1.836 -1.727
H1 -1.833 3.491 2.029
H2 -3.371 3.460 1.248
H3 -2.389 -0.190 1.629
H4 0.172 1.020 0.138
H5 1.108 -0.857 1.483
H6 -0.273 -1.943 0.881
H7 1.956 -2.282 -0.323
H8 2.394 -0.633 -2.214
H9 3.218 -0.464 -0.735
H10 1.927 0.653 -1.011
H11 0.683 -1.729 -2.650
H12 -0.641 -1.392 -1.707

Output
SMILES = C=N/C=C/C[C@H](C)N
Strongest force on any atom = 4.5 eV/A
Orbital gap = 9.02 eV
Net charge = 0

These are the Mulliken partial charges, in e, on atoms 1 to 5:
1 C -0.225
2 N -0.422
3 C -0.102
4 C -0.469
5 C -0.661



# 5
This record from the Open Molecules 2025 dataset describes a cluster of 2 separate species, C2H6NS3 in total at a distorted geometry. The level of theory is ωB97M-V/def2-TZVPD.

Element x y z (Å)
C1 1.472 -0.720 -0.385
C2 0.830 -0.148 0.854
N1 -0.279 -0.536 1.517
S1 2.798 0.460 -0.519
S2 1.972 1.020 1.350
S3 -2.454 1.061 -0.998
H1 1.879 -1.742 -0.381
H2 0.720 -0.682 -1.104
H3 -0.746 -1.278 0.942
H4 -0.647 0.021 2.316
H5 -1.887 1.057 -2.155
H6 -3.658 1.485 -1.437

Output
Strongest force on any atom = 3.2 eV/A
Orbital gap = 8.04 eV
Net charge = +1

These are the Mulliken partial charges, in e, on atoms 1 to 5:
1 C -0.445
2 C 0.404
3 N -0.310
4 S -0.009
5 S 0.009



# 6
This record from the Open Molecules 2025 dataset describes an isolated molecule of C18H20ClF5NO7PS2 at a distorted geometry. The level of theory is ωB97M-V/def2-TZVPD.

Element x y z (Å)
C1 0.021 4.632 -2.346
C2 1.354 4.174 -1.590
O1 1.433 2.744 -1.393
P1 1.698 1.915 -2.813
O2 2.070 2.882 -3.904
C3 0.229 0.955 -3.421
C4 -0.876 0.654 -2.280
C5 -1.144 -0.899 -2.307
C6 -1.775 -1.542 -0.987
Cl1 -3.003 -2.707 -1.659
O3 -0.669 -2.359 -0.478
S1 0.373 -1.266 0.230
O4 1.124 -1.825 1.343
O5 1.382 -0.666 -0.626
O6 -0.854 -0.269 0.763
C7 -2.157 -0.642 0.235
N1 -2.944 0.595 0.002
C8 -3.781 0.470 -0.892
S2 -4.629 0.564 -2.253
C9 -2.864 -1.282 1.540
F1 -3.677 -2.374 1.280
F2 -3.710 -0.298 2.077
C10 -1.903 -1.683 2.706
C11 -1.643 -0.659 3.728
C12 -0.786 -0.998 4.863
C13 -0.210 -2.334 4.882
C14 -0.459 -3.345 3.866
C15 0.219 -4.737 3.977
F3 -0.339 -5.612 3.082
F4 1.543 -4.575 3.563
F5 0.286 -5.229 5.246
C16 -1.355 -3.028 2.742
O7 3.047 0.959 -2.565
C17 4.019 1.612 -1.722
C18 4.031 1.046 -0.239
H1 -0.468 3.708 -2.765
H2 0.368 5.219 -3.237
H3 -0.671 5.206 -1.682
H4 2.274 4.606 -2.050
H5 1.281 4.621 -0.556
H6 -0.232 1.540 -4.251
H7 0.636 -0.014 -3.833
H8 -0.440 1.049 -1.333
H9 -1.793 1.224 -2.587
H10 -1.887 -1.080 -3.135
H11 -0.244 -1.510 -2.588
H12 -2.080 0.368 3.675
H13 -0.611 -0.232 5.657
H14 0.445 -2.618 5.735
H15 -1.597 -3.751 1.933
H16 3.962 2.735 -1.746
H17 5.039 1.363 -2.139
H18 4.910 1.420 0.345
H19 4.011 -0.076 -0.303
H20 3.045 1.347 0.212

Output
SMILES = CCOP(=O)(CCC[C@@]1(Cl)OS(=O)(=O)O[C@]1(N=C=S)C(F)(F)c1cccc(C(F)(F)F)c1)OCC
Strongest force on any atom = 3.9 eV/A
Orbital gap = 9.10 eV
Net charge = 0

These are the Mulliken partial charges, in e, on atoms 1 to 5:
1 C -0.666
2 C -0.490
3 O -0.252
4 P 0.986
5 O -0.773



Computed energy relative to the best compared isomer or geometry (same formula, charge and spin), in the same sequence as the records: 29.4 177.2 49.6 319.1 50.5 278.3 kJ/mol.